1.
9
Properties=species:S:1:pos:R:3:forces:R:3:lowdin_charge:R:1 method="wB97M-V/def2-TZVPD" relative_energy_kcal_mol=217.32 homo_lumo_gap_ha="0.28405 / 0.28411" total_energy_ev=-10208.76540 homo_ev="-8.35 / -8.35" lumo_ha="-0.0228 / -0.0228"
C 1.3073 -0.1612 -0.4396 -0.72 -1.17 0.52 -0.294
C 0.2387 -0.9760 -0.0331 0.73 -0.72 0.39 -0.075
C -0.6379 1.1761 -0.0277 4.02 -1.09 -1.25 -0.052
N 1.2354 1.1284 -0.4360 -3.33 1.75 0.81 0.148
N -0.7764 -0.1185 0.1797 -0.57 2.22 -0.93 -0.092
O -1.7694 1.4861 0.7154 0.44 0.89 -0.08 0.066
O -1.9635 0.0987 0.8915 -0.68 -1.67 0.88 0.081
H 2.2370 -0.5962 -0.7751 0.16 -0.02 -0.26 0.116
H 0.1287 -2.0375 -0.0749 -0.06 -0.18 -0.08 0.102

2.
9
Properties=species:S:1:pos:R:3:forces:R:3:lowdin_charge:R:1 method="wB97M-V/def2-TZVPD" relative_energy_kcal_mol=88.28 homo_lumo_gap_ha=0.34695 total_energy_ev=-10214.36075 smiles="O=CC(=O)N1C=N1" homo_ev=-10.06 lumo_ha=-0.0229
O -2.5180 0.0321 -0.8909 0.37 0.14 0.42 0.098
C -1.7245 0.2464 -0.0136 -0.40 -0.07 -0.32 -0.162
C -0.3946 -0.5162 0.0375 0.13 -0.60 -0.20 -0.424
O -0.2930 -1.6638 -0.3010 -0.09 0.63 0.09 0.136
N 0.6527 0.2478 0.6359 -0.47 0.15 0.03 0.029
C 1.8626 0.3473 -0.0925 0.16 -0.48 0.31 -0.149
N 1.9736 -0.6483 0.6296 0.40 0.43 -0.31 0.215
H -1.9072 0.9831 0.7904 0.07 -0.04 -0.09 0.125
H 2.3635 1.0024 -0.7969 -0.18 -0.17 0.07 0.131

3.
9
Properties=species:S:1:pos:R:3:forces:R:3:lowdin_charge:R:1 method="wB97M-V/def2-TZVPD" relative_energy_kcal_mol=28.09 homo_lumo_gap_ha=0.35881 total_energy_ev=-10216.97109 smiles="[H]/N=C1/N=COC1=O" homo_ev=-10.59 lumo_ha=-0.0304
H -0.8411 0.1266 2.3744 0.55 -1.64 -1.39 0.116
N -0.7176 -0.7378 1.7350 -0.82 1.02 1.64 0.181
C -0.3640 -0.4252 0.5796 -0.32 0.43 -0.17 -0.359
N -0.2290 -1.3661 -0.5282 1.49 3.33 -2.05 0.132
C 0.3749 -0.6035 -1.4530 0.55 -0.13 3.87 -0.086
O 0.7925 0.6680 -1.0193 -0.95 -0.12 -0.75 0.012
C 0.0841 1.0115 0.1895 0.89 -3.44 -2.93 -0.351
O 0.0240 2.1146 0.5418 -0.34 1.12 1.28 0.208
H 0.8763 -0.7882 -2.4199 -1.05 -0.57 0.50 0.147

4.
9
Properties=species:S:1:pos:R:3:forces:R:3:lowdin_charge:R:1 method="wB97M-V/def2-TZVPD" relative_energy_kcal_mol=109.19 homo_lumo_gap_ha=0.34668 total_energy_ev=-10213.45415 smiles="N#CC1=NOCO1" homo_ev=-10.09 lumo_ha=-0.0242
N 1.9248 1.6573 1.4996 -10.43 -5.63 -1.96 0.175
C 0.8108 1.0230 1.2429 10.83 5.81 2.51 -0.028
C 0.0421 0.1616 0.4353 -2.81 -1.18 -2.95 -0.412
N -1.2458 -0.0095 0.4015 0.13 0.11 0.49 0.138
O -1.6379 -0.7071 -0.7991 3.49 -0.18 0.48 -0.085
C -0.3268 -1.2051 -1.3478 1.47 1.51 -0.06 -0.067
O 0.6614 -0.3190 -0.6789 -0.19 -0.56 -0.29 -0.040
H -0.1102 -0.9756 -2.5050 -1.20 -0.87 2.65 0.175
H 0.0119 -2.2274 -0.9620 -1.30 1.00 -0.87 0.144

5.
10
Properties=species:S:1:pos:R:3:forces:R:3:lowdin_charge:R:1 method="wB97M-V/def2-TZVPD" relative_energy_kcal_mol=84.45 homo_lumo_gap_ha="0.34137 / 0.34134" total_energy_ev=-12263.31976 homo_ev="-9.32 / -9.31" lumo_ha="-0.0010 / -0.0010"
H -0.2089 -0.3501 1.7601 -0.11 0.38 0.97 0.045
N -0.0307 -1.2337 1.2515 0.30 0.46 0.55 0.100
N 0.0429 -1.0037 0.0721 -0.04 -2.21 -2.36 -0.071
C -0.1192 0.1076 -0.7671 -0.64 1.30 0.93 -0.121
C -0.2979 1.0903 0.1288 0.11 0.73 1.25 -0.194
O -0.2878 1.4785 1.2433 -0.43 -0.41 -1.88 0.133
H -0.4013 0.0597 -1.8166 0.52 -0.23 0.54 0.103
O 3.5016 2.9787 -0.1852 0.63 1.34 -1.06 0.226
C 2.9275 2.2299 0.4610 0.51 -0.21 0.03 -0.431
O 2.4160 1.4444 1.1147 -0.85 -1.15 1.03 0.209

6.
8
Properties=species:S:1:pos:R:3:forces:R:3:lowdin_charge:R:1 method="wB97M-V/def2-TZVPD" relative_energy_kcal_mol=41.57 homo_lumo_gap_ha=0.26406 total_energy_ev=-16955.60104 smiles="S=C1C=NN=C1" homo_ev=-9.85 lumo_ha=-0.0978
S 1.9811 -0.0119 -0.0275 -1.71 -0.67 0.02 0.792
C 0.3443 -0.1009 0.0392 0.64 2.94 0.53 -0.751
C -0.5386 1.1301 0.1043 -1.84 0.51 -1.70 -0.172
N -1.8214 0.7844 -0.0666 3.36 1.06 0.71 0.038
N -1.8940 -0.6954 -0.0323 1.07 0.56 0.19 0.061
C -0.6895 -1.1097 0.0282 1.07 -2.93 -0.02 -0.232
H -0.0927 2.2041 -0.0164 -1.32 -2.13 0.51 0.137
H -0.2941 -2.1531 0.1190 -1.29 0.66 -0.24 0.126

7.
9
Properties=species:S:1:pos:R:3:forces:R:3:lowdin_charge:R:1 method="wB97M-V/def2-TZVPD" relative_energy_kcal_mol=137.13 homo_lumo_gap_ha="0.19794 / 0.15364" total_energy_ev=-27787.21130 homo_ev="-8.22 / -7.39" lumo_ha="-0.1040 / -0.1178"
C 0.3527 0.7845 0.5992 -2.67 0.07 2.25 -0.348
C 0.6550 0.1127 -0.6482 -0.62 -1.23 -0.80 -0.118
C 2.8941 0.7679 -1.0024 0.17 -0.56 0.30 -0.525
N 1.0753 1.4580 1.3509 0.72 0.01 -0.89 0.152
N 1.8596 0.1277 -1.0748 0.99 0.96 -0.92 -0.008
S 4.4828 0.5833 -0.6511 0.40 -0.93 2.10 0.491
S 4.4989 -0.6438 1.0652 0.13 1.18 -1.79 0.091
H -0.7368 0.6317 1.0377 1.46 0.05 -1.21 0.140
H 0.0104 -0.4308 -1.3483 -0.60 0.45 0.95 0.125

8.
9
Properties=species:S:1:pos:R:3:forces:R:3:lowdin_charge:R:1 method="wB97M-V/def2-TZVPD" relative_energy_kcal_mol=13.70 homo_lumo_gap_ha=0.30035 charge=+1 total_energy_ev=-18438.17612 homo_ev=-15.42 lumo_ha=-0.2663
C -0.9640 0.5857 0.7953 1.15 -0.32 -0.56 -0.115
C 0.2305 1.1154 1.2367 -0.98 1.63 1.79 -0.335
C 0.4299 -0.4190 -0.3984 -1.62 0.00 -0.59 -0.401
N 0.4014 -2.4160 -2.7601 0.00 -0.24 -0.36 0.229
N -0.7913 -0.3006 -0.2878 1.97 -0.43 -0.10 0.099
N 0.6624 -1.6004 -2.0922 0.24 0.66 1.06 0.113
S 1.6098 0.5179 0.3902 0.00 -0.51 -0.60 1.144
H -1.9973 0.6207 1.0460 -0.32 0.81 0.86 0.128
H 0.4186 1.8962 2.0705 -0.44 -1.60 -1.50 0.139

9.
10
Properties=species:S:1:pos:R:3:forces:R:3:lowdin_charge:R:1 method="wB97M-V/def2-TZVPD" relative_energy_kcal_mol=53.31 homo_lumo_gap_ha=0.32008 total_energy_ev=-11146.96059 smiles="O=c1nccnnn1" homo_ev=-9.83 lumo_ha=-0.0411
O 2.2540 -0.4260 0.7662 1.61 -0.73 1.77 0.186
C 1.3971 -0.3523 -0.0126 -1.61 -0.25 -2.53 -0.549
N 0.9140 0.8265 -0.5648 2.53 0.97 -0.25 0.167
C -0.2787 1.0837 -0.3929 -2.72 -0.21 0.71 -0.103
C -1.1727 0.1928 0.4117 0.89 1.71 1.88 -0.116
N -1.0345 -1.0420 0.6290 0.24 -0.93 -2.25 0.082
N -0.4791 -1.5571 -0.5433 1.73 -2.29 -0.33 -0.005
N 0.7208 -1.3691 -0.8367 -1.07 -0.40 1.01 0.134
H -0.6436 2.0323 -0.6934 -0.57 0.78 -0.51 0.106
H -1.6773 0.6113 1.2369 -1.02 1.35 0.51 0.098

10.
10
Properties=species:S:1:pos:R:3:forces:R:3:lowdin_charge:R:1 method="wB97M-V/def2-TZVPD" relative_energy_kcal_mol=77.01 homo_lumo_gap_ha=0.36143 total_energy_ev=-11145.93280 homo_ev=-10.40 lumo_ha=-0.0209
C -1.9223 0.6009 0.0791 0.51 0.04 0.13 0.030
C -0.3277 -0.6186 0.0245 -1.87 -2.41 -0.59 -0.409
C -0.3987 0.7352 0.0098 -2.46 0.96 0.19 -0.244
H -2.2033 0.7274 1.1397 -0.48 0.36 -0.74 0.137
H -2.5553 1.0775 -0.7064 0.40 -0.67 0.80 0.143
N 0.6565 -1.3811 -0.0697 2.56 -0.89 0.31 0.148
N 1.8652 -0.6294 0.0777 -3.22 2.80 -0.34 0.053
N 1.7337 0.6819 0.0497 2.96 -1.11 -0.26 -0.031
N 0.6041 1.4725 -0.1345 1.52 0.00 0.39 0.138
O -1.6708 -0.8897 -0.0720 0.06 0.93 0.11 0.035

11.
16
Properties=species:S:1:pos:R:3:forces:R:3:lowdin_charge:R:1 method="wB97M-V/def2-TZVPD" relative_energy_kcal_mol=65.39 homo_lumo_gap_ha=0.29626 charge=-1 total_energy_ev=-22870.93457 homo_ev=-5.03 lumo_ha=0.1114
C 3.0188 -1.7639 0.4258 0.92 -1.46 -1.82 -0.461
C -2.0363 -0.1441 0.4794 -0.70 3.43 -1.51 -0.469
C 0.8970 1.1630 0.0469 -1.43 0.47 -0.03 0.005
N -0.5904 -0.6271 -0.0656 0.97 -2.60 -1.07 0.125
N 0.2911 0.1216 -0.1880 0.77 0.83 1.03 -0.013
N -2.1691 1.1391 0.6172 0.14 2.82 -1.21 0.025
N -2.7974 -0.7299 -0.6879 0.32 -0.36 -2.20 -0.380
N 2.1459 1.6305 -0.0623 1.76 -0.40 -0.40 -0.443
O 3.0199 -1.1800 1.4035 -0.48 1.05 1.80 0.208
O -3.3178 -1.8161 -0.5716 -0.35 -0.09 0.36 0.047
O 2.4236 2.7649 0.2893 -0.52 0.98 0.35 0.014
O 3.1448 -2.4388 -0.5169 -0.47 0.38 0.14 0.179
O -2.7525 -0.1019 -1.7519 -0.38 -0.55 1.30 0.016
O 3.0413 0.8791 -0.4884 -0.04 -0.54 -0.41 -0.016
H -2.1433 -0.6304 1.3792 -0.49 -1.97 1.57 0.094
H -2.1757 1.7340 -0.3086 -0.02 -1.99 2.11 0.068

12.
9
Properties=species:S:1:pos:R:3:forces:R:3:lowdin_charge:R:1 method="wB97M-V/def2-TZVPD" relative_energy_kcal_mol=44.66 homo_lumo_gap_ha=0.30887 total_energy_ev=-18014.37561 homo_ev=-9.61 lumo_ha=-0.0443
C 1.1015 -1.2821 0.2878 -3.33 -0.73 0.11 0.138
C -0.1008 -1.4092 0.2751 1.80 0.32 0.01 -0.352
N -1.3873 -1.2803 0.2102 -2.15 0.46 -0.07 -0.244
P -2.1250 0.0039 -0.3226 0.68 -0.74 0.27 1.014
O -0.8626 0.9848 -0.7904 -3.07 -0.36 0.28 -0.321
C 0.1687 1.3531 -0.0173 1.56 -0.35 -2.47 -0.491
O 0.2826 1.4381 1.1425 -0.48 0.44 1.40 0.114
H 2.0751 -1.2564 0.0773 3.26 0.02 -0.25 0.002
H 0.8476 1.4480 -0.8627 1.74 0.92 0.71 0.141